Entry 1:
The following is a quantum chemistry calculation of a 2-piece molecular cluster, C25H34N3O3PS overall at a distorted geometry, from the Open Molecules 2025 dataset.

Output
- HOMO: -0.303 hartree
- Total charge: 0
- SMILES: CC(C)C[C@@H](C)COc1cc2c(cc1CCCCn1cccc1)C(=O)N([PH2]=S)C2=O.CC#N

```
67
C25H34N3O3PS | the Open Molecules 2025 dataset | ωB97M-V/def2-TZVPD
C 0.65 3.29 1.08
C -0.38 2.27 0.56
C 0.23 0.86 0.66
C -0.61 2.57 -0.94
C -1.78 1.78 -1.53
C -3.10 2.44 -1.07
C -1.72 1.68 -3.05
O -1.29 0.39 -3.50
C -0.03 0.04 -3.08
C 1.06 0.85 -3.40
C 2.31 0.48 -2.93
C 2.45 -0.67 -2.18
C 1.38 -1.51 -1.90
C 0.11 -1.16 -2.36
C -1.11 -2.00 -2.10
C -0.91 -3.29 -1.30
C -1.08 -3.10 0.23
C 0.17 -3.42 1.05
N 0.43 -2.44 2.12
C -0.48 -1.76 2.87
C 0.24 -0.99 3.76
C 1.61 -1.19 3.52
C 1.70 -2.10 2.49
C 3.89 -0.78 -1.81
O 4.54 -1.73 -1.58
N 4.44 0.57 -1.94
P 4.17 1.62 -0.61
S 4.72 0.93 1.11
C 3.65 1.13 -3.06
O 4.05 1.90 -3.85
H 1.65 2.86 1.18
H 0.74 4.16 0.43
H 0.35 3.67 2.06
H -1.31 2.33 1.11
H 0.80 0.71 1.57
H 0.91 0.68 -0.18
H -0.55 0.11 0.59
H -0.78 3.64 -1.03
H 0.34 2.36 -1.44
H -1.78 0.79 -1.08
H -3.91 2.29 -1.78
H -3.37 2.14 -0.07
H -2.94 3.52 -1.03
H -2.73 1.80 -3.45
H -1.15 2.49 -3.49
H 0.93 1.76 -3.97
H 1.56 -2.41 -1.33
H -1.91 -1.41 -1.68
H -1.47 -2.29 -3.09
H -1.71 -3.96 -1.62
H 0.02 -3.80 -1.55
H -1.86 -3.79 0.55
H -1.44 -2.10 0.42
H 0.02 -4.38 1.55
H 1.07 -3.51 0.46
H -1.54 -1.86 2.75
H -0.17 -0.33 4.51
H 2.44 -0.73 4.01
H 2.58 -2.51 2.03
H 4.86 2.79 -0.96
H 2.81 1.97 -0.58
C -3.49 -0.65 5.11
C -3.92 -0.52 3.73
N -4.24 -0.42 2.63
H -3.56 0.31 5.61
H -4.11 -1.37 5.63
H -2.45 -0.99 5.14
```

Charges in e, computed with Löwdin, in the same order as the atoms: atom 1 (C): -0.064, atom 2 (C): -0.372, atom 3 (C): -0.055, atom 4 (C): -0.170, atom 5 (C): -0.317, atom 6 (C): -0.041, atom 7 (C): -0.138, atom 8 (O): -0.033, atom 9 (C): -0.216, atom 10 (C): 0.080, atom 11 (C): -0.108, atom 12 (C): -0.100, atom 13 (C): 0.074, atom 14 (C): -0.100, atom 15 (C): -0.124, atom 16 (C): -0.178, atom 17 (C): -0.151, atom 18 (C): -0.121, atom 19 (N): -0.115, atom 20 (C): -0.115, atom 21 (C): -0.122, atom 22 (C): -0.104, atom 23 (C): -0.096, atom 24 (C): -0.421, atom 25 (O): 0.174, atom 26 (N): -0.139, atom 27 (P): 0.350, atom 28 (S): 0.158, atom 29 (C): -0.433, atom 30 (O): 0.175, atom 31 (H): 0.051, atom 32 (H): 0.070, atom 33 (H): 0.076, atom 34 (H): 0.127, atom 35 (H): 0.070, atom 36 (H): 0.057, atom 37 (H): 0.065, atom 38 (H): 0.112, atom 39 (H): 0.097, atom 40 (H): 0.119, atom 41 (H): 0.073, atom 42 (H): 0.074, atom 43 (H): 0.080, atom 44 (H): 0.121, atom 45 (H): 0.127, atom 46 (H): 0.139, atom 47 (H): 0.110, atom 48 (H): 0.116, atom 49 (H): 0.129, atom 50 (H): 0.107, atom 51 (H): 0.105, atom 52 (H): 0.108, atom 53 (H): 0.091, atom 54 (H): 0.124, atom 55 (H): 0.102, atom 56 (H): 0.096, atom 57 (H): 0.084, atom 58 (H): 0.092, atom 59 (H): 0.117, atom 60 (H): 0.000, atom 61 (H): -0.024, atom 62 (C): -0.061, atom 63 (C): -0.293, atom 64 (N): 0.128, atom 65 (H): 0.086, atom 66 (H): 0.085, atom 67 (H): 0.062

***

Entry 2:
The following is a quantum chemistry calculation of one molecule with the formula C25H34N6O2 at a distorted geometry, from the Open Molecules 2025 dataset.

Output
- HOMO: -0.296 hartree
- Total charge: 0
- SMILES: Cc1cc2cc(CN(Cc3nnnn3C3CCCCC3)C[C@@H]3CCCO3)c(=O)[nH]c2cc1C

```
67
C25H34N6O2 | the Open Molecules 2025 dataset | ωB97M-V/def2-TZVPD
C 5.85 1.03 1.24
C 4.39 1.33 1.11
C 3.45 0.46 1.62
C 2.08 0.71 1.51
C 1.08 -0.19 1.98
C -0.24 0.05 1.81
C -1.32 -0.94 2.14
N -1.63 -1.87 1.06
C -2.13 -1.23 -0.14
C -1.11 -0.51 -0.96
N 0.19 -0.70 -0.97
N 0.70 0.19 -1.81
N -0.21 0.91 -2.33
N -1.38 0.50 -1.83
C -2.62 1.10 -2.24
C -2.81 0.87 -3.74
C -4.10 1.54 -4.21
C -4.08 3.03 -3.90
C -3.89 3.25 -2.40
C -2.60 2.59 -1.92
C -0.63 -2.89 0.81
C -0.74 -4.04 1.84
C 0.38 -4.06 2.88
C 1.50 -4.77 2.13
C 0.74 -5.66 1.13
O -0.63 -5.31 1.21
C -0.68 1.30 1.20
O -1.85 1.63 1.04
N 0.32 2.14 0.78
C 1.66 1.88 0.87
C 2.61 2.77 0.36
C 3.96 2.51 0.47
C 4.96 3.46 -0.10
H 6.31 0.95 0.26
H 6.01 0.10 1.77
H 6.36 1.83 1.78
H 3.77 -0.45 2.11
H 1.40 -1.10 2.47
H -1.04 -1.54 3.01
H -2.24 -0.40 2.37
H -2.61 -1.99 -0.76
H -2.89 -0.50 0.17
H -3.42 0.61 -1.68
H -2.84 -0.20 -3.95
H -1.96 1.30 -4.27
H -4.22 1.38 -5.29
H -4.96 1.07 -3.71
H -5.01 3.49 -4.23
H -3.26 3.50 -4.44
H -3.86 4.32 -2.18
H -4.74 2.83 -1.86
H -1.74 3.05 -2.41
H -2.50 2.72 -0.84
H 0.39 -2.48 0.78
H -0.84 -3.33 -0.17
H -1.74 -4.01 2.28
H 0.65 -3.07 3.23
H 0.06 -4.66 3.74
H 2.14 -5.35 2.79
H 2.12 -4.05 1.60
H 1.11 -5.52 0.11
H 0.82 -6.72 1.38
H 0.03 2.99 0.32
H 2.27 3.67 -0.14
H 5.57 2.97 -0.85
H 4.46 4.31 -0.56
H 5.62 3.83 0.68
```

Charges in e, computed with Löwdin, in the same order as the atoms: atom 1 (C): -0.048, atom 2 (C): -0.232, atom 3 (C): 0.022, atom 4 (C): -0.146, atom 5 (C): 0.036, atom 6 (C): -0.117, atom 7 (C): -0.111, atom 8 (N): -0.138, atom 9 (C): -0.112, atom 10 (C): -0.270, atom 11 (N): 0.090, atom 12 (N): -0.019, atom 13 (N): 0.061, atom 14 (N): -0.029, atom 15 (C): -0.270, atom 16 (C): -0.145, atom 17 (C): -0.199, atom 18 (C): -0.208, atom 19 (C): -0.194, atom 20 (C): -0.150, atom 21 (C): -0.132, atom 22 (C): -0.310, atom 23 (C): -0.130, atom 24 (C): -0.149, atom 25 (C): -0.190, atom 26 (O): -0.109, atom 27 (C): -0.432, atom 28 (O): 0.030, atom 29 (N): 0.188, atom 30 (C): -0.186, atom 31 (C): 0.030, atom 32 (C): -0.223, atom 33 (C): -0.042, atom 34 (H): 0.084, atom 35 (H): 0.076, atom 36 (H): 0.082, atom 37 (H): 0.119, atom 38 (H): 0.112, atom 39 (H): 0.122, atom 40 (H): 0.128, atom 41 (H): 0.138, atom 42 (H): 0.123, atom 43 (H): 0.155, atom 44 (H): 0.119, atom 45 (H): 0.117, atom 46 (H): 0.110, atom 47 (H): 0.115, atom 48 (H): 0.108, atom 49 (H): 0.115, atom 50 (H): 0.111, atom 51 (H): 0.117, atom 52 (H): 0.117, atom 53 (H): 0.093, atom 54 (H): 0.105, atom 55 (H): 0.135, atom 56 (H): 0.151, atom 57 (H): 0.090, atom 58 (H): 0.118, atom 59 (H): 0.107, atom 60 (H): 0.104, atom 61 (H): 0.118, atom 62 (H): 0.117, atom 63 (H): 0.164, atom 64 (H): 0.119, atom 65 (H): 0.087, atom 66 (H): 0.077, atom 67 (H): 0.085

***

Entry 3:
The following is a quantum chemistry calculation of C25H34NO2SiSn as an isolated structure at a distorted geometry, from the Open Molecules 2025 dataset.

Output
- HOMO (alpha / beta): -0.426 / -0.429 hartree
- Total charge: +1

```
64
C25H34NO2SiSn | the Open Molecules 2025 dataset | ωB97M-V/def2-TZVPD
C 2.45 0.07 0.72
C 2.42 -0.68 -0.48
C 2.00 0.18 -1.53
H 2.66 -1.74 -0.58
C 1.76 1.47 -0.97
C 2.03 1.40 0.43
H 1.49 2.36 -1.53
C -1.50 -2.08 1.23
C -0.34 -2.69 0.71
C -0.35 -2.54 -0.71
H 0.44 -3.20 1.28
C -1.50 -1.81 -1.08
C -2.21 -1.47 0.15
H 1.95 -0.08 -2.59
H 1.97 2.22 1.13
H 2.77 -0.29 1.70
H -3.23 -1.08 0.19
H 0.39 -2.93 -1.40
H -1.83 -2.11 2.27
Sn -1.02 0.78 0.27
C -1.96 -1.42 -2.46
C -3.48 -1.64 -2.52
C -1.28 -2.26 -3.54
H -3.70 -2.68 -2.25
H -3.85 -1.44 -3.53
H -4.01 -0.97 -1.83
H -1.45 -3.33 -3.33
H -0.20 -2.07 -3.60
H -1.73 -2.02 -4.52
C -1.57 0.08 -2.66
C -2.23 0.81 -3.81
H -0.47 0.20 -2.66
H -2.01 0.66 -1.80
O -3.43 0.67 -4.02
N -1.47 1.67 -4.58
C -0.34 2.48 -4.09
H -2.05 2.14 -5.27
C 0.98 1.93 -4.57
C 2.16 2.60 -4.24
H 2.10 3.54 -3.69
C 3.40 2.05 -4.60
H 4.32 2.57 -4.31
C 3.44 0.86 -5.33
H 4.41 0.43 -5.61
C 2.26 0.21 -5.71
H 2.27 -0.71 -6.29
C 1.02 0.76 -5.34
H 0.08 0.30 -5.65
H -0.35 2.56 -2.99
H -0.47 3.51 -4.47
C 0.88 -1.24 4.11
Si -0.10 0.32 3.74
C -1.75 0.15 4.61
C 0.87 1.74 4.47
O -0.37 0.53 2.16
H 0.94 -1.34 5.20
H 1.90 -1.21 3.72
H 0.40 -2.15 3.72
H -1.60 0.20 5.70
H -2.44 0.95 4.33
H -2.24 -0.81 4.38
H 1.91 1.75 4.14
H 0.40 2.71 4.24
H 0.85 1.60 5.57
```

Charges in e, computed with Löwdin, in the same order as the atoms: atom 1 (C): -0.057, atom 2 (C): -0.090, atom 3 (C): -0.062, atom 4 (H): 0.106, atom 5 (C): -0.163, atom 6 (C): -0.120, atom 7 (H): 0.086, atom 8 (C): -0.053, atom 9 (C): -0.023, atom 10 (C): -0.013, atom 11 (H): 0.124, atom 12 (C): -0.217, atom 13 (C): -0.210, atom 14 (H): 0.109, atom 15 (H): 0.118, atom 16 (H): 0.109, atom 17 (H): 0.115, atom 18 (H): 0.124, atom 19 (H): 0.119, atom 20 (Sn): 1.518, atom 21 (C): -0.478, atom 22 (C): -0.023, atom 23 (C): -0.019, atom 24 (H): 0.108, atom 25 (H): 0.089, atom 26 (H): 0.090, atom 27 (H): 0.104, atom 28 (H): 0.086, atom 29 (H): 0.104, atom 30 (C): -0.120, atom 31 (C): -0.445, atom 32 (H): 0.098, atom 33 (H): 0.007, atom 34 (O): 0.064, atom 35 (N): 0.064, atom 36 (C): -0.129, atom 37 (H): 0.154, atom 38 (C): -0.240, atom 39 (C): -0.066, atom 40 (H): 0.120, atom 41 (C): -0.071, atom 42 (H): 0.112, atom 43 (C): -0.081, atom 44 (H): 0.108, atom 45 (C): -0.073, atom 46 (H): 0.110, atom 47 (C): -0.050, atom 48 (H): 0.110, atom 49 (H): 0.113, atom 50 (H): 0.142, atom 51 (C): -0.160, atom 52 (Si): 0.239, atom 53 (C): -0.162, atom 54 (C): -0.165, atom 55 (O): -0.558, atom 56 (H): 0.045, atom 57 (H): 0.021, atom 58 (H): 0.018, atom 59 (H): 0.041, atom 60 (H): 0.035, atom 61 (H): 0.025, atom 62 (H): 0.032, atom 63 (H): 0.037, atom 64 (H): 0.042

***

Entry 4:
The following is a quantum chemistry calculation of a 8-piece molecular cluster, C25H34O24 overall, from the Open Molecules 2025 dataset.

Output
- HOMO: -0.373 hartree
- Total charge: 0
- SMILES: COC(=O)CC=O.O=C1OCCO1.O=C1OCCO1.O=C1OCCO1.O=C1OCCO1.O=C1OCCO1.O=C1OCCO1.O=C1OCCO1

```
83
C25H34O24 | the Open Molecules 2025 dataset | ωB97M-V/def2-TZVPD
C 2.10 -1.97 2.35
O 1.39 -0.94 1.62
C 0.55 -0.13 2.29
O 0.58 1.06 2.12
C -0.57 -0.80 3.07
C -1.78 -0.94 2.17
O -2.46 -1.93 2.15
H 3.11 -1.62 2.55
H 1.63 -2.21 3.30
H 2.11 -2.88 1.74
H -0.83 -0.13 3.90
H -0.31 -1.79 3.45
H -2.02 -0.08 1.51
O 2.98 4.80 -2.63
C 2.38 4.40 -1.69
O 2.38 3.13 -1.24
C 1.68 3.08 0.02
C 0.80 4.30 -0.08
O 1.55 5.17 -0.94
H 1.13 2.15 0.11
H 2.41 3.14 0.83
H -0.16 4.08 -0.56
H 0.62 4.79 0.87
O -0.13 -3.66 1.00
C -0.91 -4.34 0.41
O -1.49 -3.99 -0.75
C -2.19 -5.13 -1.27
C -2.44 -5.95 -0.02
O -1.35 -5.54 0.83
H -3.11 -4.80 -1.76
H -1.55 -5.64 -1.99
H -3.37 -5.68 0.48
H -2.40 -7.02 -0.18
O -5.15 -2.89 -4.69
C -4.73 -2.27 -3.76
O -4.81 -0.93 -3.62
C -4.39 -0.58 -2.30
C -3.52 -1.77 -1.91
O -4.09 -2.82 -2.70
H -3.86 0.36 -2.32
H -5.28 -0.49 -1.67
H -2.48 -1.63 -2.20
H -3.57 -2.02 -0.86
O 0.53 -6.86 -2.83
C 1.22 -5.91 -2.62
O 2.24 -5.51 -3.41
C 2.66 -4.20 -2.98
C 2.18 -4.17 -1.53
O 1.07 -5.07 -1.57
H 3.73 -4.11 -3.09
H 2.16 -3.46 -3.60
H 2.93 -4.57 -0.84
H 1.85 -3.20 -1.19
O 3.54 -3.60 4.51
C 4.65 -3.26 4.75
O 5.57 -2.91 3.82
C 6.71 -2.35 4.49
C 6.59 -2.95 5.88
O 5.18 -3.16 5.99
H 7.62 -2.63 3.96
H 6.61 -1.26 4.49
H 7.10 -3.91 5.96
H 6.93 -2.29 6.67
O -2.43 2.62 -0.24
C -2.72 3.55 0.43
O -3.24 3.48 1.68
C -3.23 4.79 2.25
C -3.21 5.68 1.02
O -2.56 4.84 0.06
H -4.11 4.92 2.88
H -2.33 4.90 2.86
H -4.21 5.91 0.66
H -2.65 6.60 1.15
O -3.30 8.04 -3.16
C -2.23 7.59 -3.41
O -1.42 6.97 -2.52
C -0.33 6.37 -3.23
C -0.28 7.19 -4.50
O -1.65 7.62 -4.63
H 0.58 6.43 -2.63
H -0.57 5.32 -3.42
H 0.35 8.07 -4.41
H 0.01 6.62 -5.38
```

Charges in e, computed with Löwdin, in the same order as the atoms: atom 1 (C): -0.049, atom 2 (O): -0.029, atom 3 (C): -0.485, atom 4 (O): 0.106, atom 5 (C): -0.040, atom 6 (C): -0.223, atom 7 (O): 0.063, atom 8 (H): 0.089, atom 9 (H): 0.080, atom 10 (H): 0.082, atom 11 (H): 0.140, atom 12 (H): 0.118, atom 13 (H): 0.133, atom 14 (O): 0.154, atom 15 (C): -0.584, atom 16 (O): 0.071, atom 17 (C): -0.100, atom 18 (C): -0.102, atom 19 (O): 0.031, atom 20 (H): 0.110, atom 21 (H): 0.135, atom 22 (H): 0.114, atom 23 (H): 0.136, atom 24 (O): 0.140, atom 25 (C): -0.586, atom 26 (O): 0.040, atom 27 (C): -0.092, atom 28 (C): -0.089, atom 29 (O): 0.076, atom 30 (H): 0.119, atom 31 (H): 0.116, atom 32 (H): 0.133, atom 33 (H): 0.135, atom 34 (O): 0.168, atom 35 (C): -0.572, atom 36 (O): 0.062, atom 37 (C): -0.105, atom 38 (C): -0.115, atom 39 (O): 0.036, atom 40 (H): 0.130, atom 41 (H): 0.133, atom 42 (H): 0.134, atom 43 (H): 0.127, atom 44 (O): 0.162, atom 45 (C): -0.567, atom 46 (O): 0.067, atom 47 (C): -0.103, atom 48 (C): -0.100, atom 49 (O): 0.043, atom 50 (H): 0.132, atom 51 (H): 0.134, atom 52 (H): 0.137, atom 53 (H): 0.133, atom 54 (O): 0.166, atom 55 (C): -0.568, atom 56 (O): 0.053, atom 57 (C): -0.112, atom 58 (C): -0.111, atom 59 (O): 0.064, atom 60 (H): 0.132, atom 61 (H): 0.133, atom 62 (H): 0.133, atom 63 (H): 0.132, atom 64 (O): 0.147, atom 65 (C): -0.584, atom 66 (O): 0.060, atom 67 (C): -0.106, atom 68 (C): -0.099, atom 69 (O): 0.044, atom 70 (H): 0.132, atom 71 (H): 0.132, atom 72 (H): 0.137, atom 73 (H): 0.136, atom 74 (O): 0.158, atom 75 (C): -0.579, atom 76 (O): 0.053, atom 77 (C): -0.109, atom 78 (C): -0.103, atom 79 (O): 0.059, atom 80 (H): 0.113, atom 81 (H): 0.140, atom 82 (H): 0.133, atom 83 (H): 0.133